[1]
{"formula": "C6H12", "method": "wB97M-V/def2-TZVPD", "elements": ["C", "C", "C", "C", "C", "C", "H", "H", "H", "H", "H", "H", "H", "H", "H", "H", "H", "H"], "coordinates": [[-1.153, -1.043, 0.559], [-0.302, 0.167, 0.263], [-0.953, 1.209, -0.612], [0.498, 0.650, 1.331], [1.563, -0.232, -0.152], [0.858, -0.736, -1.280], [-1.631, -1.442, -0.339], [-0.570, -1.835, 1.039], [-1.919, -0.717, 1.276], [-1.435, 0.769, -1.489], [-0.232, 1.964, -0.939], [-1.702, 1.716, 0.013], [0.797, 1.691, 1.361], [0.645, 0.048, 2.220], [1.999, -0.952, 0.537], [2.174, 0.657, -0.289], [0.594, -1.784, -1.334], [0.770, -0.140, -2.178]], "de_lowest_ev": 4.9899, "lumo_ev": 0.95, "orbital_gap_ev": 7.001, "total_energy_ev": -6411.9508, "total_charge": 0}


[2]
{"formula": "C48H38N5O2P2Sr", "method": "wB97M-V/def2-TZVPD", "elements": ["Sr", "O", "C", "N", "C", "C", "C", "C", "C", "C", "N", "C", "O", "C", "C", "C", "C", "C", "N", "C", "C", "C", "C", "C", "N", "H", "H", "H", "H", "H", "H", "H", "H", "H", "H", "H", "H", "C", "P", "C", "C", "C", "C", "C", "C", "C", "C", "C", "C", "C", "C", "C", "C", "C", "C", "C", "P", "C", "C", "C", "C", "C", "C", "C", "C", "C", "C", "C", "C", "N", "H", "H", "H", "H", "H", "H", "H", "H", "H", "H", "H", "H", "H", "H", "H", "H", "H", "H", "H", "H", "H", "H", "H", "H", "H", "H"], "coordinates": [[-0.884, 0.456, -0.663], [-2.131, -3.096, 1.528], [-1.291, -2.302, 1.069], [-0.929, -2.067, -0.193], [-1.462, -2.872, -1.218], [-1.688, -4.239, -1.021], [-2.181, -5.057, -2.019], [-2.477, -4.511, -3.260], [-2.250, -3.166, -3.487], [-1.713, -2.322, -2.502], [-1.347, -0.983, -2.751], [-1.802, -0.322, -3.809], [-2.671, -0.622, -4.647], [-1.120, 1.029, -4.027], [-1.229, 1.624, -5.282], [-0.576, 2.817, -5.520], [0.159, 3.397, -4.494], [0.195, 2.755, -3.269], [-0.429, 1.599, -3.035], [-0.570, -1.428, 2.087], [-0.607, -1.793, 3.427], [0.056, -1.008, 4.351], [0.749, 0.105, 3.908], [0.715, 0.415, 2.559], [0.046, -0.321, 1.670], [-1.479, -4.653, -0.046], [-2.342, -6.111, -1.822], [-2.884, -5.126, -4.054], [-2.473, -2.739, -4.452], [-1.822, 1.118, -6.030], [-0.633, 3.291, -6.492], [0.693, 4.326, -4.635], [0.749, 3.158, -2.428], [-1.165, -2.677, 3.701], [0.042, -1.265, 5.403], [1.300, 0.735, 4.591], [1.223, 1.293, 2.175], [3.403, 1.422, -1.074], [4.313, -0.166, -0.678], [3.492, -1.435, -1.718], [4.227, -2.602, -1.933], [3.697, -3.657, -2.656], [2.424, -3.552, -3.199], [1.690, -2.391, -3.012], [2.217, -1.343, -2.269], [3.760, -0.683, 0.991], [2.885, -1.741, 1.222], [2.705, -2.234, 2.507], [3.377, -1.663, 3.576], [4.216, -0.577, 3.363], [4.412, -0.101, 2.078], [2.499, 2.124, -0.107], [2.866, 3.039, 0.874], [1.678, 3.668, 1.294], [0.652, 3.095, 0.547], [-0.757, 3.620, 0.409], [-2.401, 3.181, 1.268], [-2.022, 2.641, 2.967], [-0.849, 3.078, 3.582], [-0.621, 2.838, 4.927], [-1.554, 2.147, 5.684], [-2.726, 1.709, 5.086], [-2.964, 1.964, 3.744], [-3.142, 1.737, 0.396], [-3.498, 2.017, -0.934], [-3.983, 1.027, -1.777], [-4.159, -0.270, -1.300], [-3.865, -0.555, 0.026], [-3.363, 0.437, 0.871], [1.154, 2.145, -0.299], [2.847, 1.235, -1.993], [4.210, 2.109, -1.340], [5.227, -2.677, -1.520], [4.279, -4.559, -2.801], [1.998, -4.372, -3.762], [0.696, -2.299, -3.421], [1.617, -0.448, -2.138], [2.346, -2.194, 0.398], [2.028, -3.064, 2.670], [3.236, -2.055, 4.576], [4.735, -0.116, 4.195], [5.103, 0.716, 1.904], [3.870, 3.265, 1.201], [1.592, 4.481, 2.001], [-1.055, 3.625, -0.649], [-0.726, 4.683, 0.669], [-0.095, 3.583, 3.000], [0.301, 3.181, 5.380], [-1.370, 1.944, 6.732], [-3.462, 1.166, 5.666], [-3.902, 1.641, 3.309], [-3.356, 3.022, -1.320], [-4.185, 1.249, -2.817], [-4.474, -1.054, -1.975], [-3.942, -1.570, 0.399], [-3.055, 0.153, 1.869]], "de_lowest_ev": 0.2258, "lumo_ev": 2.31, "orbital_gap_ev": 6.658, "total_energy_ev": -81358.1903, "total_charge": -1}


[3]
{"formula": "C19H46B3IO14P2S", "method": "wB97M-V/def2-TZVPD", "elements": ["C", "C", "C", "I", "B", "O", "B", "C", "O", "B", "C", "C", "C", "S", "O", "O", "O", "O", "H", "H", "H", "H", "H", "H", "H", "H", "H", "H", "H", "H", "H", "H", "H", "H", "O", "P", "O", "C", "C", "O", "C", "C", "O", "C", "C", "H", "H", "H", "H", "H", "H", "H", "H", "H", "H", "H", "H", "H", "H", "H", "O", "P", "O", "C", "C", "O", "C", "C", "O", "C", "C", "H", "H", "H", "H", "H", "H", "H", "H", "H", "H", "H", "H", "H", "H", "H"], "coordinates": [[2.268, -0.021, 3.873], [2.792, 0.098, 2.359], [1.483, 0.249, 1.449], [1.653, -0.768, -0.480], [0.989, 1.766, 1.246], [1.181, 2.825, 2.209], [-0.181, 3.235, 2.516], [-0.614, 3.230, 4.082], [-1.122, 3.584, 1.472], [-1.068, 2.429, 0.595], [-2.328, 1.481, 0.269], [-3.131, 1.247, 1.624], [-2.546, 0.051, 2.497], [-3.835, -0.477, 3.712], [-4.131, 0.716, 4.571], [-3.391, -1.604, 4.581], [-5.255, -0.937, 2.949], [0.251, 2.158, 0.061], [1.288, 0.525, 4.006], [2.037, -1.114, 4.064], [3.030, 0.339, 4.617], [3.266, -0.882, 2.045], [3.483, 0.971, 2.215], [0.650, -0.287, 2.011], [-1.062, 4.202, 4.421], [0.230, 2.872, 4.731], [-1.434, 2.443, 4.163], [-1.931, 0.469, -0.048], [-2.970, 1.858, -0.575], [-3.126, 2.157, 2.298], [-4.212, 1.032, 1.355], [-2.210, -0.832, 1.872], [-1.656, 0.368, 3.123], [-5.046, -0.990, 1.994], [6.495, -0.703, 1.306], [7.126, 0.027, 0.118], [6.865, -1.135, -1.037], [5.550, -1.228, -1.583], [5.189, -0.008, -2.409], [8.691, -0.304, 0.563], [9.035, -0.776, 1.861], [9.014, -2.293, 1.915], [7.717, 1.079, -1.088], [9.090, 1.192, -1.459], [9.645, -0.027, -2.173], [4.829, -1.376, -0.773], [5.526, -2.118, -2.215], [5.131, 0.889, -1.781], [4.220, -0.141, -2.894], [5.944, 0.182, -3.174], [8.396, -0.330, 2.624], [10.051, -0.425, 2.067], [8.085, -2.706, 1.518], [9.140, -2.644, 2.940], [9.820, -2.704, 1.303], [9.697, 1.471, -0.594], [9.150, 2.043, -2.146], [9.549, -0.941, -1.583], [10.702, 0.119, -2.397], [9.102, -0.195, -3.105], [-4.822, -0.254, -1.564], [-5.843, -0.204, -2.703], [-7.190, 0.132, -1.795], [-7.369, 1.479, -1.361], [-7.644, 2.423, -2.517], [-5.970, -1.853, -2.848], [-5.033, -2.748, -2.259], [-5.457, -3.136, -0.853], [-6.769, -0.030, -4.124], [-7.443, -1.100, -4.787], [-8.625, -1.661, -4.019], [-6.485, 1.802, -0.800], [-8.217, 1.484, -0.674], [-6.776, 2.496, -3.181], [-7.872, 3.426, -2.151], [-8.482, 2.067, -3.119], [-4.025, -2.333, -2.283], [-5.012, -3.644, -2.886], [-5.695, -2.265, -0.240], [-4.670, -3.707, -0.357], [-6.362, -3.746, -0.886], [-6.732, -1.881, -5.071], [-7.816, -0.686, -5.729], [-8.351, -2.025, -3.027], [-9.070, -2.491, -4.570], [-9.380, -0.886, -3.873]], "lumo_ev": -1.76, "orbital_gap_ev": 7.744, "total_energy_ev": -88660.4374, "total_charge": 0}


[4]
{"formula": "C43H40BF7NO5P", "method": "wB97M-V/def2-TZVPD", "elements": ["O", "N", "O", "C", "B", "P", "O", "O", "O", "H", "H", "H", "H", "H", "F", "C", "C", "C", "C", "C", "C", "H", "H", "H", "H", "H", "F", "C", "C", "C", "C", "C", "C", "H", "H", "H", "H", "H", "F", "C", "C", "C", "C", "C", "C", "H", "H", "H", "H", "H", "F", "C", "C", "C", "C", "C", "C", "H", "H", "H", "H", "H", "F", "C", "C", "C", "C", "C", "C", "H", "H", "H", "H", "H", "F", "C", "C", "C", "C", "C", "C", "H", "H", "H", "H", "H", "F", "C", "C", "C", "C", "C", "C", "H", "H", "H", "H", "H"], "coordinates": [[-0.868, 2.037, -0.851], [-0.383, 3.001, -1.267], [0.959, 3.175, -0.756], [1.907, 2.879, -1.809], [3.108, 2.067, -1.222], [3.478, 2.222, 0.656], [2.592, 1.322, 1.414], [3.349, 3.755, 1.077], [5.043, 1.986, 0.892], [2.342, 3.822, -2.175], [1.425, 2.346, -2.624], [3.776, 1.351, -1.897], [2.580, 3.849, 1.650], [5.397, 1.319, 0.296], [1.074, 1.899, -4.731], [0.316, 2.918, -5.199], [0.857, 4.187, -5.236], [0.074, 5.229, -5.709], [-1.228, 4.991, -6.127], [-1.748, 3.706, -6.076], [-0.973, 2.654, -5.611], [1.872, 4.351, -4.898], [0.482, 6.230, -5.746], [-1.836, 5.808, -6.490], [-2.764, 3.518, -6.397], [-1.356, 1.642, -5.564], [3.512, -2.195, 5.428], [2.501, -1.300, 5.340], [2.290, -0.649, 4.142], [1.252, 0.267, 4.057], [0.453, 0.518, 5.166], [0.690, -0.149, 6.362], [1.721, -1.072, 6.456], [2.927, -0.849, 3.292], [1.077, 0.780, 3.125], [-0.354, 1.236, 5.098], [0.071, 0.049, 7.227], [1.922, -1.608, 7.371], [-3.772, -1.744, -5.327], [-2.633, -1.584, -4.618], [-1.525, -2.331, -4.963], [-0.361, -2.170, -4.226], [-0.324, -1.278, -3.163], [-1.452, -0.539, -2.836], [-2.621, -0.687, -3.569], [-1.581, -3.028, -5.788], [0.518, -2.747, -4.479], [0.586, -1.160, -2.589], [-1.425, 0.151, -2.006], [-3.512, -0.118, -3.335], [-7.342, -6.945, -2.212], [-6.906, -5.731, -2.605], [-5.922, -5.656, -3.570], [-5.479, -4.404, -3.972], [-6.016, -3.256, -3.406], [-7.002, -3.359, -2.435], [-7.458, -4.605, -2.028], [-5.516, -6.564, -3.995], [-4.713, -4.323, -4.731], [-5.662, -2.285, -3.723], [-7.419, -2.466, -1.988], [-8.229, -4.709, -1.276], [-0.626, 6.312, -2.802], [-1.017, 6.836, -1.622], [-0.520, 6.291, -0.455], [-0.920, 6.838, 0.756], [-1.806, 7.907, 0.784], [-2.292, 8.433, -0.404], [-1.896, 7.899, -1.622], [0.168, 5.460, -0.501], [-0.539, 6.427, 1.681], [-2.117, 8.328, 1.731], [-2.985, 9.264, -0.386], [-2.259, 8.298, -2.560], [2.616, -2.324, 9.275], [3.827, -2.069, 9.817], [4.946, -2.616, 9.224], [6.188, -2.348, 9.781], [6.291, -1.550, 10.913], [5.148, -1.014, 11.489], [3.901, -1.269, 10.939], [4.839, -3.234, 8.343], [7.077, -2.763, 9.327], [7.262, -1.346, 11.343], [5.226, -0.393, 12.371], [2.997, -0.857, 11.367], [2.864, -5.089, -2.561], [1.626, -5.561, -2.302], [1.039, -6.424, -3.206], [-0.235, -6.902, -2.937], [-0.903, -6.510, -1.785], [-0.291, -5.639, -0.894], [0.986, -5.159, -1.148], [1.574, -6.709, -4.102], [-0.708, -7.582, -3.633], [-1.898, -6.882, -1.582], [-0.809, -5.328, 0.003], [1.481, -4.482, -0.465]], "lumo_ev": -0.91, "orbital_gap_ev": 7.879, "smiles": "O=NOCBP(=O)(O)O.Fc1ccccc1.Fc1ccccc1.Fc1ccccc1.Fc1ccccc1.Fc1ccccc1.Fc1ccccc1.Fc1ccccc1", "total_energy_ev": -85953.1260, "total_charge": 0}